# C21H25ClN6O5

2 unconnected molecules or ions with the total composition C21H25ClN6O5 (ωB97M-V/def2-TZVPD, the OMol25 dataset).

```
58
Properties=species:S:1:pos:R:3:lowdin_charge:R:1
O 3.00 1.97 5.50 0.06
C 3.91 2.53 4.91 -0.40
N 4.24 2.25 3.60 0.14
C 3.66 1.36 2.72 -0.30
C 2.45 0.69 2.88 0.06
C 1.99 -0.16 1.89 -0.24
N 0.76 -0.78 2.08 0.09
C 0.22 -1.83 1.33 -0.18
C -1.14 -1.79 1.03 -0.56
Cl -2.15 -0.45 1.52 0.69
C -1.70 -2.85 0.29 -0.17
N -0.99 -3.90 -0.13 0.16
C 0.30 -3.93 0.20 -0.28
C 0.95 -2.95 0.92 -0.15
O 2.25 -3.30 1.10 0.03
C 2.40 -4.58 0.47 -0.10
O 1.14 -4.94 -0.13 0.07
C 2.76 -0.28 0.74 -0.02
C 3.95 0.42 0.65 -0.12
N 4.39 1.23 1.62 0.10
C 4.78 3.55 5.65 -0.19
C 4.15 4.40 6.75 -0.10
C 5.15 3.31 7.11 -0.10
H 5.07 2.69 3.24 0.14
H 1.85 0.82 3.77 0.11
H 0.12 -0.30 2.70 0.12
H -2.76 -2.80 0.06 0.11
H 2.70 -5.33 1.20 0.14
H 3.18 -4.53 -0.30 0.14
H 2.45 -0.91 -0.08 0.11
H 4.55 0.32 -0.26 0.11
H 5.53 4.04 5.02 0.13
H 4.49 5.44 6.84 0.10
H 3.10 4.23 7.01 0.11
H 4.77 2.41 7.60 0.11
H 6.15 3.62 7.44 0.10
C -6.85 0.38 -3.65 -0.05
N -5.39 0.37 -3.83 0.02
C -4.62 -0.72 -3.73 -0.48
O -5.10 -1.82 -3.48 0.05
C -3.11 -0.57 -3.98 -0.26
C -2.31 -0.69 -2.67 -0.03
N -2.75 0.70 -4.61 0.08
C -2.89 1.03 -5.89 -0.56
C -3.40 0.00 -6.88 0.01
O -2.63 2.16 -6.26 0.04
H -7.25 1.37 -3.84 0.08
H -7.09 0.08 -2.63 0.09
H -7.31 -0.33 -4.34 0.09
H -4.94 1.24 -4.07 0.13
H -2.80 -1.40 -4.62 0.15
H -1.24 -0.62 -2.88 0.09
H -2.51 -1.66 -2.22 0.07
H -2.59 0.09 -1.97 0.08
H -2.35 1.42 -4.02 0.15
H -3.43 0.46 -7.87 0.09
H -2.72 -0.85 -6.90 0.08
H -4.40 -0.32 -6.61 0.08
```

Its gap between HOMO and LUMO is 9.08 eV. Its LUMO energy is 0.43 eV. As for the SMILES: O=C(Nc1cc(Nc2c(Cl)cnc3c2OCO3)ccn1)C1CC1.CNC(=O)[C@H](C)NC(C)=O. As for the charge: 0.